(1)
# C5H14N2O

A single C5H14N2O molecule (ωB97M-V/def2-TZVPD, OMol25).

Output
frontier orbital gap: 9.72 eV
LUMO: 0.9 eV
SMILES string: CNCC[C@H](N)CO
HOMO: -0.32490 hartree
molecular weight: 118.18 g/mol
ΔE to the lowest compared entry with this formula, charge and spin: 42.0 kcal per mole
electronic energy: -383.63380 Eh

Positions of all 22 atoms, in Å:
C: -3.26585 1.13165 -0.40660
N: -2.37732 0.12346 0.15310
C: -1.04490 0.14736 -0.43045
C: -0.08079 -0.61026 0.47056
C: 1.33489 -0.79752 -0.04196
N: 1.94257 -1.92902 0.68555
C: 2.13305 0.48205 0.13878
O: 3.34238 0.35604 -0.59962
H: -4.30591 0.88394 -0.19555
H: -3.14437 1.27216 -1.48890
H: -3.08485 2.09685 0.08085
H: -2.76784 -0.80329 0.03692
H: -0.75621 1.19743 -0.54884
H: -1.05808 -0.34705 -1.41568
H: -0.50688 -1.59556 0.65780
H: -0.03254 -0.12052 1.44298
H: 1.41154 -1.05479 -1.09609
H: 2.95245 -1.81190 0.69318
H: 1.66100 -1.85771 1.66032
H: 2.36304 0.66289 1.18873
H: 1.55836 1.35615 -0.20915
H: 3.72627 1.21765 -0.77593

Cartesian forces (eV/Å) of the 6 atoms listed first:
-0.02 0.15 0.18
-0.18 0.12 0.11
-0.03 -0.28 0.05
-0.10 -0.09 -0.19
0.53 -0.09 0.53
0.04 0.27 0.20

=====

(2)
# C21H14Cl2F6N3O6S3Sr

A molecular structure, C21H14Cl2F6N3O6S3Sr (ωB97M-V/def2-TZVPD, OMol25).

Output
frontier orbital gap: 7.34 eV
LUMO: 2.5 eV
HOMO: -0.17934 hartree
molecular weight: 773.07 g/mol
ΔE to the lowest compared entry with this formula, charge and spin: 13.4 kcal per mole
total charge: -1
electronic energy: -4169.50190 Eh

Positions of all 56 atoms, in Å:
Sr: 1.22484 1.17070 -1.92656
F: -1.60815 -1.14330 -6.21221
C: -1.12927 0.09542 -6.14513
F: -0.59458 0.41955 -7.31711
F: -2.13530 0.93116 -5.88468
S: 0.10446 0.24752 -4.78710
O: -0.60711 -0.15573 -3.58306
O: 0.53393 1.62190 -4.77516
N: 1.14299 -0.79570 -5.31047
S: 2.41970 -1.19961 -4.47695
O: 2.86982 -0.15881 -3.57694
O: 3.35775 -1.85648 -5.32488
C: 1.81546 -2.50398 -3.30834
F: 0.95777 -3.32817 -3.90451
F: 2.84311 -3.21008 -2.85155
F: 1.20660 -1.91951 -2.27855
S: 2.80410 3.40508 -1.18759
C: 1.34051 3.71742 -0.28511
C: 1.36067 4.50512 0.88373
C: 0.19992 4.74104 1.57325
C: -1.00111 4.19443 1.11370
C: -0.94410 3.42079 -0.01930
N: 0.17786 3.18847 -0.71076
H: 2.30851 4.90220 1.21855
H: 0.21760 5.34104 2.47524
H: -1.93609 4.34209 1.63456
H: -1.83959 2.94728 -0.40908
Cl: -2.78860 0.07677 2.98234
C: -2.29850 -0.59645 1.46177
C: -2.64490 0.09843 0.31779
C: -2.34837 -0.41155 -0.93306
C: -1.71265 -1.63998 -1.02911
C: -1.35378 -2.30726 0.12402
Cl: -0.54985 -3.85055 -0.03862
C: -1.59807 -1.80666 1.41177
N: -1.22718 -2.52452 2.55290
C: -0.50478 -1.87721 3.62249
C: -1.05141 -1.94868 4.89712
C: -0.41492 -1.35652 5.97488
C: 0.77769 -0.67932 5.77165
C: 1.33237 -0.62768 4.50356
C: 0.71984 -1.23707 3.41138
C: 1.39534 -1.20317 2.07228
C: 1.02874 -0.02349 1.15670
O: 0.35702 0.90907 1.58543
O: 1.49181 -0.14728 -0.02907
H: -3.15597 1.04442 0.42990
H: -2.61776 0.12901 -1.82993
H: -1.47436 -2.07023 -1.99172
H: -0.83101 -3.42099 2.30446
H: -2.00091 -2.45418 5.01621
H: -0.85284 -1.41065 6.96373
H: 1.27730 -0.19607 6.60222
H: 2.26930 -0.10727 4.34427
H: 1.20799 -2.12200 1.51104
H: 2.47817 -1.15878 2.20962

Cartesian forces (eV/Å) of the 6 atoms listed first:
0.01 0.01 0.09
0.02 0.03 0.01
-0.01 0.00 -0.01
0.01 0.00 0.03
0.00 -0.01 0.00
-0.45 -0.11 -0.17

=====

(3)
# C20H30F18MnO15P3

A molecular structure, C20H30F18MnO15P3 at a distorted geometry (ωB97M-V/def2-TZVPD, OMol25).

Output
frontier orbital gap (alpha / beta): 4.53 / 4.71 eV
LUMO (alpha / beta): -5.1 / -4.9 eV
HOMO (alpha / beta): -0.35492 / -0.35492 hartree
molecular weight: 1000.27 g/mol
total charge: -1
electronic energy: -5881.75301 Eh
spin multiplicity: 6

Positions of all 87 atoms, in Å:
Mn: 9.41852 13.13666 14.33415
P: 6.75040 14.29124 17.76714
F: 7.72679 15.01895 16.73574
F: 7.76034 13.05993 17.49321
F: 7.65521 14.57231 19.12977
F: 5.77865 13.46226 18.73179
F: 5.78836 15.55931 17.65668
F: 6.20698 13.75146 16.38933
P: 13.94864 11.57797 16.25521
F: 12.78881 10.86772 15.35991
F: 12.95046 12.81934 16.01611
F: 13.03047 11.21941 17.60229
F: 15.10389 12.17333 17.25303
F: 14.70522 10.12964 16.42503
F: 14.73849 11.77996 14.86401
P: 9.61055 14.34891 10.21097
F: 10.12651 12.97622 10.94662
F: 8.37166 14.25436 11.19772
F: 10.40908 15.10797 11.48190
F: 8.94292 15.74977 9.64831
F: 11.01608 14.53852 9.44159
F: 8.93226 13.49943 8.97454
C: 18.37037 4.01647 15.23659
C: 19.16124 2.64462 15.62890
C: 18.28275 1.73959 16.45829
O: 18.06383 0.69554 15.67808
C: 18.77124 0.69378 14.56822
O: 18.87331 -0.28034 13.76413
O: 19.25751 1.89095 14.44758
H: 18.64987 4.31890 14.22738
H: 18.47764 4.63218 16.12961
H: 17.28984 3.87661 15.20487
H: 20.09806 2.94501 16.09818
H: 17.38630 2.28285 16.75721
H: 18.91562 1.53761 17.32246
C: 11.74775 4.63669 16.92319
C: 12.05543 4.96392 18.40284
C: 11.03926 5.75262 19.18858
O: 11.06071 5.07912 20.39842
C: 11.73153 3.84905 20.34512
O: 11.68697 2.92666 21.19329
O: 12.16152 3.69176 19.08280
H: 11.54465 5.46419 16.24341
H: 10.77633 4.16451 16.77655
H: 12.44257 4.01105 16.36291
H: 12.97359 5.53022 18.55899
H: 10.07618 5.67823 18.68357
H: 11.32266 6.79580 19.04866
C: 21.46967 11.99884 12.51465
C: 20.54147 11.41059 11.43100
C: 20.55695 12.19951 10.05633
O: 20.58880 11.12438 9.11634
C: 20.90322 10.03243 9.65192
O: 21.34552 9.07646 9.02631
O: 21.01141 10.16472 11.08929
H: 22.46410 12.32568 12.21071
H: 21.56045 11.28616 13.33437
H: 20.95488 12.84548 12.96884
H: 19.56055 11.12403 11.81018
H: 21.40004 12.88762 9.99462
H: 19.63735 12.74397 9.84187
C: 21.00821 14.47911 20.39855
C: 22.14399 15.20117 21.25885
C: 23.12600 16.12313 20.48822
O: 23.31209 17.27329 21.22974
C: 22.57129 17.11764 22.34108
O: 22.57863 17.87128 23.36173
O: 21.70262 16.09739 22.26775
H: 20.49212 15.24184 19.81546
H: 20.28210 13.97313 21.03484
H: 21.47443 13.59728 19.95911
H: 22.78474 14.49531 21.78735
H: 22.78871 16.27779 19.46333
H: 24.07525 15.60793 20.34128
C: 3.21789 5.95694 11.75260
C: 4.73161 5.85434 11.51239
C: 5.23111 6.47164 10.23812
O: 5.98047 7.56731 10.60160
C: 6.02288 7.63440 11.97692
O: 6.54205 8.51960 12.60692
O: 5.44738 6.56668 12.52997
H: 2.81798 6.97088 11.76288
H: 2.97384 5.49402 12.70876
H: 2.86156 5.45404 10.85359
H: 5.05736 4.82069 11.39595
H: 4.48418 6.97848 9.62713
H: 5.82702 5.76394 9.66179

Cartesian forces (eV/Å) of the 6 atoms listed first:
-0.07 0.60 -0.06
1.02 -1.02 0.86
3.30 3.52 -0.30
2.05 -2.90 1.46
-0.94 1.43 -1.61
-0.30 0.15 -1.03

=====

(4)
# C18H47BeNO4Si2

A molecular structure, C18H47BeNO4Si2 at a distorted geometry (ωB97M-V/def2-TZVPD, OMol25).

Output
frontier orbital gap: 6.25 eV
LUMO: 0.0 eV
HOMO: -0.22989 hartree
molecular weight: 406.76 g/mol
ΔE to the lowest compared entry with this formula, charge and spin: 109.5 kcal per mole
electronic energy: -1663.41798 Eh

Positions of all 73 atoms, in Å:
O: 1.01033 0.53045 2.94204
O: 2.42952 -0.07860 1.24597
C: 0.21687 1.49026 3.76584
C: -1.27108 1.40058 3.64875
H: 0.54643 2.48819 3.47317
H: 0.60121 1.27690 4.77955
H: -1.52941 1.33578 2.58544
H: -1.69345 2.33257 4.02370
H: -1.74197 0.64787 4.29465
C: 0.58922 -0.86748 3.19892
C: 1.49097 -1.39348 4.27532
H: 0.55335 -1.43270 2.24786
H: -0.43499 -0.77080 3.53407
H: 2.54147 -1.31859 3.95703
H: 1.19033 -2.40380 4.57375
H: 1.40682 -0.79717 5.19248
C: 3.34135 -1.16847 0.86592
C: 3.24973 1.01809 1.68415
C: 2.65428 -2.28701 0.18911
H: 3.90368 -1.38087 1.78085
H: 4.07956 -0.66192 0.22030
H: 1.78605 -2.53845 0.80355
H: 3.32162 -3.14556 0.13244
H: 2.45341 -1.98652 -0.84960
C: 3.82578 0.76849 3.03739
H: 2.68828 1.95386 1.57921
H: 4.04931 0.96693 0.98314
H: 3.03309 0.69614 3.78702
H: 4.44652 1.64291 3.26781
H: 4.51765 -0.08872 3.06176
H: 1.67082 0.12385 1.77254
Be: -1.01301 -0.66155 -1.47504
C: 0.05926 0.02453 -0.15751
Si: 0.72288 1.57054 -0.90151
H: 0.65579 -0.98463 -0.15428
H: -0.78270 0.02867 0.63076
C: 0.88651 3.02716 0.25414
C: -0.40156 2.30591 -2.27004
C: 2.39840 1.30728 -1.75876
C: -2.64040 -0.00157 -1.15644
Si: -3.87981 -0.11570 -2.57982
H: -2.75601 1.04499 -0.78699
H: -2.98847 -0.64658 -0.33475
C: -3.20584 0.85056 -4.05557
C: -5.51981 0.63857 -2.04898
C: -4.20251 -1.88629 -3.15216
H: 2.59321 2.12943 -2.48337
H: 2.44353 0.37500 -2.37046
H: 3.28974 1.28856 -1.09504
H: 0.08269 3.82158 0.10346
H: 1.86761 3.58786 0.21066
H: 0.76351 2.63549 1.29548
H: -1.45672 2.41946 -2.00213
H: -0.32779 1.59698 -3.10016
H: -0.08635 3.29955 -2.64952
H: -5.37099 1.54179 -1.42812
H: -6.12206 -0.07276 -1.45238
H: -6.15774 0.95294 -2.89553
H: -4.60395 -2.50358 -2.33511
H: -3.29029 -2.36631 -3.53351
H: -4.94760 -1.91950 -3.96355
H: -3.83289 0.67388 -4.93994
H: -2.17677 0.55149 -4.29907
H: -3.22230 1.93379 -3.87840
N: -0.96623 -2.46172 -1.19512
C: -0.14213 -2.99877 -2.32350
C: 0.54433 -1.80852 -2.94426
O: 1.69717 -1.84014 -3.32749
O: -0.25141 -0.70567 -2.91590
H: -0.55329 -2.76635 -0.28538
H: -1.80332 -3.02227 -1.23274
H: 0.56506 -3.75013 -1.97438
H: -0.79453 -3.44665 -3.09173

Cartesian forces (eV/Å) of the 6 atoms listed first:
-2.34 -0.37 0.92
4.48 0.46 -2.71
1.61 -0.63 0.21
-0.47 0.17 0.00
0.21 -0.24 -0.13
-0.44 0.40 -0.16

=====

- Among the records above, which one has the highest electronic energy?
  C5H14N2O

=====

Repeat the second record exactly.
# C21H14Cl2F6N3O6S3Sr

A molecular structure, C21H14Cl2F6N3O6S3Sr (ωB97M-V/def2-TZVPD, OMol25).

Output
frontier orbital gap: 7.34 eV
LUMO: 2.5 eV
HOMO: -0.17934 hartree
molecular weight: 773.07 g/mol
ΔE to the lowest compared entry with this formula, charge and spin: 13.4 kcal per mole
total charge: -1
electronic energy: -4169.50190 Eh

Positions of all 56 atoms, in Å:
Sr: 1.22484 1.17070 -1.92656
F: -1.60815 -1.14330 -6.21221
C: -1.12927 0.09542 -6.14513
F: -0.59458 0.41955 -7.31711
F: -2.13530 0.93116 -5.88468
S: 0.10446 0.24752 -4.78710
O: -0.60711 -0.15573 -3.58306
O: 0.53393 1.62190 -4.77516
N: 1.14299 -0.79570 -5.31047
S: 2.41970 -1.19961 -4.47695
O: 2.86982 -0.15881 -3.57694
O: 3.35775 -1.85648 -5.32488
C: 1.81546 -2.50398 -3.30834
F: 0.95777 -3.32817 -3.90451
F: 2.84311 -3.21008 -2.85155
F: 1.20660 -1.91951 -2.27855
S: 2.80410 3.40508 -1.18759
C: 1.34051 3.71742 -0.28511
C: 1.36067 4.50512 0.88373
C: 0.19992 4.74104 1.57325
C: -1.00111 4.19443 1.11370
C: -0.94410 3.42079 -0.01930
N: 0.17786 3.18847 -0.71076
H: 2.30851 4.90220 1.21855
H: 0.21760 5.34104 2.47524
H: -1.93609 4.34209 1.63456
H: -1.83959 2.94728 -0.40908
Cl: -2.78860 0.07677 2.98234
C: -2.29850 -0.59645 1.46177
C: -2.64490 0.09843 0.31779
C: -2.34837 -0.41155 -0.93306
C: -1.71265 -1.63998 -1.02911
C: -1.35378 -2.30726 0.12402
Cl: -0.54985 -3.85055 -0.03862
C: -1.59807 -1.80666 1.41177
N: -1.22718 -2.52452 2.55290
C: -0.50478 -1.87721 3.62249
C: -1.05141 -1.94868 4.89712
C: -0.41492 -1.35652 5.97488
C: 0.77769 -0.67932 5.77165
C: 1.33237 -0.62768 4.50356
C: 0.71984 -1.23707 3.41138
C: 1.39534 -1.20317 2.07228
C: 1.02874 -0.02349 1.15670
O: 0.35702 0.90907 1.58543
O: 1.49181 -0.14728 -0.02907
H: -3.15597 1.04442 0.42990
H: -2.61776 0.12901 -1.82993
H: -1.47436 -2.07023 -1.99172
H: -0.83101 -3.42099 2.30446
H: -2.00091 -2.45418 5.01621
H: -0.85284 -1.41065 6.96373
H: 1.27730 -0.19607 6.60222
H: 2.26930 -0.10727 4.34427
H: 1.20799 -2.12200 1.51104
H: 2.47817 -1.15878 2.20962

Cartesian forces (eV/Å) of the 6 atoms listed first:
0.01 0.01 0.09
0.02 0.03 0.01
-0.01 0.00 -0.01
0.01 0.00 0.03
0.00 -0.01 0.00
-0.45 -0.11 -0.17

=====

- electronic energy of number 3 (C20H30F18MnO15P3)?
  -5881.75301 Eh

=====

Repeat the second record exactly.
# C21H14Cl2F6N3O6S3Sr

A molecular structure, C21H14Cl2F6N3O6S3Sr (ωB97M-V/def2-TZVPD, OMol25).

Output
frontier orbital gap: 7.34 eV
LUMO: 2.5 eV
HOMO: -0.17934 hartree
molecular weight: 773.07 g/mol
ΔE to the lowest compared entry with this formula, charge and spin: 13.4 kcal per mole
total charge: -1
electronic energy: -4169.50190 Eh

Positions of all 56 atoms, in Å:
Sr: 1.22484 1.17070 -1.92656
F: -1.60815 -1.14330 -6.21221
C: -1.12927 0.09542 -6.14513
F: -0.59458 0.41955 -7.31711
F: -2.13530 0.93116 -5.88468
S: 0.10446 0.24752 -4.78710
O: -0.60711 -0.15573 -3.58306
O: 0.53393 1.62190 -4.77516
N: 1.14299 -0.79570 -5.31047
S: 2.41970 -1.19961 -4.47695
O: 2.86982 -0.15881 -3.57694
O: 3.35775 -1.85648 -5.32488
C: 1.81546 -2.50398 -3.30834
F: 0.95777 -3.32817 -3.90451
F: 2.84311 -3.21008 -2.85155
F: 1.20660 -1.91951 -2.27855
S: 2.80410 3.40508 -1.18759
C: 1.34051 3.71742 -0.28511
C: 1.36067 4.50512 0.88373
C: 0.19992 4.74104 1.57325
C: -1.00111 4.19443 1.11370
C: -0.94410 3.42079 -0.01930
N: 0.17786 3.18847 -0.71076
H: 2.30851 4.90220 1.21855
H: 0.21760 5.34104 2.47524
H: -1.93609 4.34209 1.63456
H: -1.83959 2.94728 -0.40908
Cl: -2.78860 0.07677 2.98234
C: -2.29850 -0.59645 1.46177
C: -2.64490 0.09843 0.31779
C: -2.34837 -0.41155 -0.93306
C: -1.71265 -1.63998 -1.02911
C: -1.35378 -2.30726 0.12402
Cl: -0.54985 -3.85055 -0.03862
C: -1.59807 -1.80666 1.41177
N: -1.22718 -2.52452 2.55290
C: -0.50478 -1.87721 3.62249
C: -1.05141 -1.94868 4.89712
C: -0.41492 -1.35652 5.97488
C: 0.77769 -0.67932 5.77165
C: 1.33237 -0.62768 4.50356
C: 0.71984 -1.23707 3.41138
C: 1.39534 -1.20317 2.07228
C: 1.02874 -0.02349 1.15670
O: 0.35702 0.90907 1.58543
O: 1.49181 -0.14728 -0.02907
H: -3.15597 1.04442 0.42990
H: -2.61776 0.12901 -1.82993
H: -1.47436 -2.07023 -1.99172
H: -0.83101 -3.42099 2.30446
H: -2.00091 -2.45418 5.01621
H: -0.85284 -1.41065 6.96373
H: 1.27730 -0.19607 6.60222
H: 2.26930 -0.10727 4.34427
H: 1.20799 -2.12200 1.51104
H: 2.47817 -1.15878 2.20962

Cartesian forces (eV/Å) of the 6 atoms listed first:
0.01 0.01 0.09
0.02 0.03 0.01
-0.01 0.00 -0.01
0.01 0.00 0.03
0.00 -0.01 0.00
-0.45 -0.11 -0.17